1.
Here is a structure of composition C22H10AlCl5N2PS4 from OMol25. Energies are from wB97M-V/def2-TZVPD.

Its charge is -1. The value obtained for the energy above the lowest of the compared OMol25 structures with the same formula, charge and spin is 11.4 kcal per mole. For the LUMO energy, the calculation gives 0.0807 Eh. The calculation puts the HOMO energy at -5.97 eV. The value obtained for the orbital gap is 8.163 eV.

Atoms and positions in Å:
Al  1.71  1.58  0.09
S  1.28  2.83  1.95
C  2.04  4.07  0.99
S  2.65  3.53  -0.55
C  2.16  5.37  1.42
C  2.81  6.35  0.63
N  3.33  7.16  -0.01
C  1.66  5.78  2.69
N  1.25  6.13  3.71
Cl  3.71  0.47  -2.10
C  3.51  -0.57  -0.72
C  2.69  -0.14  0.31
C  2.50  -1.02  1.35
Cl  1.45  -0.57  2.67
C  3.09  -2.28  1.39
Cl  2.82  -3.35  2.72
C  3.91  -2.68  0.34
Cl  4.65  -4.23  0.37
C  4.12  -1.82  -0.74
Cl  5.11  -2.31  -2.05
S  0.60  -2.07  -1.75
P  -0.65  -0.71  -1.12
S  -0.11  1.28  -1.23
C  -2.18  -0.69  -2.11
C  -3.33  -1.35  -1.69
C  -4.45  -1.38  -2.50
C  -4.43  -0.76  -3.74
C  -3.28  -0.11  -4.17
C  -2.16  -0.08  -3.36
C  -1.20  -1.03  0.59
C  -1.67  0.00  1.41
C  -2.04  -0.28  2.72
C  -1.95  -1.57  3.22
C  -1.49  -2.59  2.40
C  -1.12  -2.32  1.09
H  -3.35  -1.83  -0.72
H  -5.35  -1.89  -2.16
H  -5.31  -0.79  -4.38
H  -3.26  0.38  -5.14
H  -1.26  0.43  -3.69
H  -1.71  1.01  1.04
H  -2.37  0.53  3.36
H  -2.22  -1.78  4.24
H  -1.41  -3.60  2.78
H  -0.72  -3.11  0.46

Results of the Mulliken charge analysis, in e, for atoms 1 through 8: Al 0.21; S -0.32; C 0.76; S -0.33; C 0.47; C -0.07; N -0.52; C -0.06

---

2.
Here is the ion C6H12N with charge +1 from OMol25. Energies are from wB97M-V/def2-TZVPD.

Its charge is +1. The value obtained for the energy above the lowest of the compared OMol25 structures with the same formula, charge and spin is 31.6 kcal per mole. As for the SMILES: C=[NH+]/C=C/CCC. For the LUMO energy, the calculation gives -0.1918 Eh. The calculation puts the HOMO energy at -14.35 eV. The value obtained for the orbital gap is 9.130 eV.

Atoms and positions in Å:
C  0.06  -1.64  2.94
C  0.52  -0.51  2.01
C  -0.33  -0.46  0.74
C  0.25  0.35  -0.38
C  -0.44  0.84  -1.41
N  0.25  1.28  -2.57
C  -0.31  1.59  -3.67
H  -0.72  -1.33  3.64
H  0.87  -2.10  3.49
H  -0.40  -2.43  2.35
H  1.54  -0.79  1.73
H  0.56  0.48  2.46
H  -1.27  0.01  1.04
H  -0.57  -1.43  0.30
H  1.34  0.42  -0.37
H  -1.51  0.97  -1.46
H  1.27  1.35  -2.53
H  -1.37  1.42  -3.80
H  0.26  1.98  -4.50

Results of the Mulliken charge analysis, in e, for atoms 1 through 8: C -1.21; C -0.38; C -0.60; C -0.46; C 0.04; N 0.00; C -0.11; H 0.31

---

3.
Here is the ion C3H3N2O2 with charge -1 from OMol25. Energies are from wB97M-V/def2-TZVPD.

Its charge is -1. The value obtained for the energy above the lowest of the compared OMol25 structures with the same formula, charge and spin is 26.8 kcal per mole. As for the SMILES: O=c1[nH]cc([O-])[nH]1. For the LUMO energy, the calculation gives 0.1559 Eh. The calculation puts the HOMO energy at -2.47 eV. The value obtained for the orbital gap is 6.715 eV.

Atoms and positions in Å:
C  -0.37  1.41  -0.32
C  -1.30  -0.02  -0.02
C  0.99  -0.58  0.01
N  0.96  0.76  0.00
N  -0.37  -1.08  0.00
O  -2.47  -0.21  0.15
O  2.00  -1.32  -0.01
H  -0.71  2.02  0.41
H  1.84  1.18  -0.32
H  -0.59  -2.16  0.11

Results of the Mulliken charge analysis, in e, for atoms 1 through 8: C -0.56; C 0.31; C 0.21; N -0.05; N -0.08; O -0.65; O -0.73; H 0.05

---

4.
Here is the molecule C5H9NO from OMol25. Energies are from wB97M-V/def2-TZVPD.

The value obtained for the energy above the lowest of the compared OMol25 structures with the same formula, charge and spin is 95.0 kcal per mole. As for the SMILES: CON=C=C(C)C. For the LUMO energy, the calculation gives 0.0363 Eh. The calculation puts the HOMO energy at -9.16 eV. The value obtained for the orbital gap is 10.145 eV.

Atoms and positions in Å:
C  2.86  1.28  -0.30
O  1.61  0.64  -0.18
C  -1.23  -0.22  0.17
C  -1.77  -0.74  -1.14
C  -1.36  -1.05  1.42
C  -0.45  0.83  0.17
N  0.55  1.56  0.10
H  3.16  1.77  0.64
H  3.54  0.45  -0.50
H  2.88  1.98  -1.14
H  -1.34  -1.73  -1.29
H  -1.47  -0.10  -1.98
H  -2.86  -0.83  -1.14
H  -2.40  -1.18  1.74
H  -0.78  -0.62  2.24
H  -0.95  -2.04  1.19

Results of the Mulliken charge analysis, in e, for atoms 1 through 8: C -0.53; O -0.09; C 0.85; C -1.15; C -1.15; C 0.08; N -0.61; H 0.24

---

5.
Here is a structure of composition C8H32B3O4Pb from OMol25. Energies are from wB97M-V/def2-TZVPD.

Its charge is -1. The value obtained for the energy above the lowest of the compared OMol25 structures with the same formula, charge and spin is 108.6 kcal per mole. For the LUMO energy, the calculation gives 0.0915 Eh. The calculation puts the HOMO energy at -4.03 eV. The value obtained for the orbital gap is 6.520 eV.

Atoms and positions in Å:
Pb  0.04  0.74  0.09
B  2.02  2.24  0.30
H  1.30  2.97  -0.02
H  1.71  1.83  1.25
H  2.12  1.49  -0.47
H  2.99  2.72  0.41
B  -1.54  2.23  -1.51
H  -1.75  1.91  -2.52
H  -2.20  3.05  -1.28
H  -1.76  1.36  -0.92
H  -0.48  2.46  -1.48
B  -1.32  2.70  1.49
H  -1.83  1.80  1.19
H  -0.55  2.53  2.23
H  -0.93  3.17  0.61
H  -2.02  3.39  1.94
C  0.79  0.21  -3.34
O  0.57  -0.47  -2.11
C  1.18  -1.74  -2.06
C  1.25  -2.30  -0.63
O  1.53  -1.23  0.26
C  2.90  -1.06  0.35
H  1.87  0.37  -3.37
H  0.27  1.17  -3.23
H  0.55  -0.37  -4.23
H  2.19  -1.80  -2.46
H  0.48  -2.33  -2.65
H  1.93  -3.14  -0.50
H  0.27  -2.74  -0.45
H  3.06  -0.13  0.90
H  3.30  -0.97  -0.66
H  3.35  -1.95  0.80
C  0.57  -0.60  3.36
O  -0.37  -0.43  2.30
C  -1.20  -1.60  2.28
C  -2.21  -1.35  1.15
O  -1.60  -1.10  -0.13
C  -2.56  -1.06  -1.17
H  0.12  -0.58  4.35
H  1.30  0.18  3.16
H  1.15  -1.52  3.31
H  -1.74  -1.74  3.22
H  -0.63  -2.52  2.14
H  -2.84  -0.50  1.42
H  -2.88  -2.21  1.16
H  -2.99  -2.04  -1.40
H  -2.14  -0.74  -2.13
H  -3.30  -0.29  -0.96

Results of the Mulliken charge analysis, in e, for atoms 1 through 8: Pb -1.56; B 1.64; H -0.21; H -0.35; H -0.46; H -0.35; B 1.66; H -0.36

---

6.
Here is a structure of composition C14H32N2O5Ru from OMol25. Energies are from wB97M-V/def2-TZVPD.

Its charge is +4. Its spin multiplicity is 5. For the LUMO energy (spin up / spin down), the calculation gives -0.5871 / -0.5871 Eh. The calculation puts the HOMO energy (spin up / spin down) at -22.85 / -23.83 eV. The value obtained for the orbital gap (spin up / spin down) is 6.870 / 7.849 eV.

Atoms and positions in Å:
Ru  0.78  0.07  -0.93
C  -0.63  -1.82  -2.76
C  0.17  -2.67  -1.86
O  1.30  -1.81  -1.43
C  2.21  -2.48  -0.46
C  3.28  -1.47  -0.24
O  2.58  -0.24  0.18
C  3.57  0.84  0.39
C  2.79  2.10  0.37
O  1.99  2.00  -0.84
C  1.41  3.28  -1.25
C  0.75  2.97  -2.55
O  -0.05  1.78  -2.26
C  -0.79  1.28  -3.40
C  -1.76  0.35  -2.77
O  -0.97  -0.62  -1.97
H  -1.55  -2.31  -3.07
H  -0.07  -1.51  -3.65
H  0.57  -3.55  -2.37
H  -0.38  -2.98  -0.96
H  2.60  -3.39  -0.92
H  1.64  -2.72  0.43
H  3.85  -1.26  -1.14
H  3.96  -1.78  0.56
H  4.29  0.79  -0.43
H  4.07  0.67  1.34
H  3.46  2.96  0.30
H  2.14  2.23  1.23
H  2.21  4.01  -1.37
H  0.72  3.62  -0.49
H  1.45  2.75  -3.35
H  0.08  3.78  -2.85
H  -0.10  0.81  -4.10
H  -1.31  2.10  -3.91
H  -2.37  -0.20  -3.49
H  -2.41  0.86  -2.06
C  -1.15  -0.44  3.98
C  -2.28  -0.68  2.99
C  -2.89  -2.09  3.08
C  -3.46  0.38  3.21
N  -1.89  -0.44  1.62
N  -0.83  0.38  1.24
H  -1.50  -0.74  4.96
H  -0.87  0.61  4.05
H  -0.28  -1.06  3.76
H  -3.45  -2.16  4.01
H  -2.10  -2.85  3.08
H  -3.59  -2.30  2.26
H  -3.73  0.23  4.26
H  -4.32  0.15  2.58
H  -3.11  1.40  3.05
H  -2.57  -0.63  0.89
H  -0.23  0.49  2.05
H  -1.21  1.31  1.01

Results of the Mulliken charge analysis, in e, for atoms 1 through 8: Ru 1.78; C -0.37; C -0.71; O -0.54; C -0.55; C -0.41; O -0.38; C -0.51

---

7.
Here is the molecule C4H8O from OMol25. Energies are from wB97M-V/def2-TZVPD.

The value obtained for the energy above the lowest of the compared OMol25 structures with the same formula, charge and spin is 35.4 kcal per mole. As for the SMILES: C[C@@H]1O[C@@H]1C. For the LUMO energy, the calculation gives 0.0417 Eh. The calculation puts the HOMO energy at -9.78 eV. The value obtained for the orbital gap is 10.916 eV.

Atoms and positions in Å:
C  0.98  -0.98  -1.04
C  0.12  0.25  -0.96
O  -1.28  0.02  -0.95
C  -0.72  0.73  0.14
C  -0.60  0.29  1.56
H  2.00  -0.76  -0.70
H  1.07  -1.37  -2.07
H  0.56  -1.79  -0.43
H  0.52  1.18  -1.37
H  -1.00  1.79  0.04
H  0.12  -0.53  1.68
H  -0.21  1.16  2.11
H  -1.56  0.01  1.99

Results of the Mulliken charge analysis, in e, for atoms 1 through 8: C -1.20; C 0.11; O -0.48; C 0.05; C -1.01; H 0.28; H 0.32; H 0.36

---

8.
Here is the molecule C4H6N4 from OMol25. Energies are from wB97M-V/def2-TZVPD.

The value obtained for the energy above the lowest of the compared OMol25 structures with the same formula, charge and spin is 26.2 kcal per mole. As for the SMILES: [H]/N=C(N)/C(C#N)=C/N. For the LUMO energy, the calculation gives 0.0206 Eh. The calculation puts the HOMO energy at -8.84 eV. The value obtained for the orbital gap is 9.399 eV.

Atoms and positions in Å:
C  1.04  -0.83  -0.11
C  0.26  0.29  0.00
C  0.92  1.61  -0.07
C  -1.23  0.37  -0.04
H  2.79  -1.63  0.25
H  2.81  0.11  0.17
H  0.54  -1.82  -0.29
H  -1.67  -1.48  0.77
H  -2.95  -0.73  -0.17
H  -2.70  1.54  -0.23
N  2.42  -0.79  -0.14
N  1.39  2.67  0.02
N  -1.91  -0.85  -0.04
N  -1.71  1.53  -0.10

Results of the Mulliken charge analysis, in e, for atoms 1 through 8: C -0.10; C 0.39; C -0.15; C 0.29; H 0.25; H 0.27; H 0.40; H 0.24